ORCA calculation (ωB97M-V/def2-TZVPD) on a molecular structure, C39H66IN7RuSbSi3 at a distorted geometry.

The HOMO-LUMO gap (spin up / spin down) comes out at 7.86 / 5.29 eV. The value obtained for the energy above the lowest of the compared OMol25 structures with the same formula, charge and spin is 11.98 kcal per mole. Its spin multiplicity is 5. As for the total energy: -92776.164 eV. Its charge is +3.

CARTESIAN COORDINATES (ANGSTROEM)
I -5.0736 -3.8052 1.3559
Sb 0.3024 2.0478 2.1345
Ru -0.4395 -0.2427 0.0357
Si 3.2336 3.3198 1.9900
Si -3.0963 1.6001 1.6266
Si 2.7421 1.0832 4.4042
N 0.7428 -0.8145 -1.7596
N -0.5457 -1.5147 1.8183
N -1.5108 -2.4472 -0.6294
N 1.5748 -1.4330 -3.9827
N 1.9146 -0.3553 1.1494
N -1.6648 2.8904 -2.7318
N -0.7694 1.4715 -1.1283
C 4.4554 0.3271 4.5676
C 1.3441 -0.5783 -5.1625
C -1.9360 -0.9391 3.6729
C 2.2662 4.7506 2.7403
C 2.3243 -1.4966 0.5763
C -4.2711 0.7214 0.4405
C -3.9556 1.7226 3.2981
C -0.3442 -2.7192 2.3339
C -2.6862 -2.5579 -0.0078
C -1.4599 0.5845 1.6322
C -0.4727 2.8042 3.9886
C 5.0340 3.4679 2.5024
C 4.6072 -0.9259 0.8245
C 1.5928 -3.5004 -5.3043
C -1.3476 -4.8267 -0.6544
C -1.5616 1.7012 -2.1602
C -1.3299 -0.6180 2.4582
C -1.7204 -2.1958 4.2145
C -3.2418 -3.7797 0.3388
C 2.8338 0.4842 1.6552
C 0.6243 -1.3758 -6.2445
C 1.1294 -1.1114 -2.8147
C -2.5558 -4.9425 0.0186
C 3.6466 -1.8381 0.4050
C -3.9286 3.6665 -3.3928
C 2.3071 -2.6890 -4.2291
C -2.3505 0.5472 -2.7087
C -2.7334 3.3350 0.9594
C -2.5717 3.1500 -3.8614
C 0.4816 4.1183 -2.9171
C 2.6440 2.5804 5.5290
C 4.1981 0.2310 1.4513
C -0.9095 -3.1004 3.5413
C 2.9780 3.3539 0.1116
C 2.4117 1.6136 2.5200
C 1.4908 -0.2772 4.7745
C -0.8605 -3.5661 -0.9555
C 1.3973 -2.6564 -6.5655
C -0.8969 4.0482 -2.2648
H -4.5660 3.8550 -4.2555
H 1.0255 4.9872 -2.5483
H 0.5322 -0.7530 -7.1350
H 3.6974 4.0213 -0.3670
H 0.0779 -3.4438 -1.4847
H 1.5445 -2.1717 0.2433
H 2.7043 5.6812 2.3720
H 0.3886 4.2196 -3.9983
H 0.1277 3.6640 4.2791
H -1.4977 3.1291 3.8258
H -3.1985 -1.6372 0.2407
H 5.6605 -1.1308 0.6838
H -2.0598 0.3383 -3.7392
H 4.5889 0.0547 5.6183
H 2.3175 -0.2454 -5.5319
H -0.7874 -5.7075 -0.9376
H 3.4654 3.2723 5.3313
H 2.7606 2.2387 6.5606
H 1.5296 -0.5407 5.8343
H -0.8112 4.0287 -1.1760
H 3.0897 2.3675 -0.3444
H -4.5031 0.8065 3.5266
H -2.1773 -2.4711 5.1561
H -2.5599 -0.2188 4.1807
H 3.3134 -2.4293 -4.5678
H 1.2086 4.7633 2.4574
H 4.5821 -0.5807 3.9792
H -4.6973 2.5216 3.2236
H -0.3850 -1.6277 -5.9065
H 0.8605 -3.2335 -7.3172
H -2.7918 3.3577 -0.1306
H -3.4851 4.0322 1.3348
H 2.3722 -2.4003 -6.9895
H 1.7111 3.1391 5.4799
H 4.9257 0.9341 1.8290
H -5.0467 1.4225 0.1232
H 1.9788 3.7361 -0.1259
H 1.7315 -1.1796 4.2071
H 3.9206 -2.7808 -0.0470
H 5.2616 1.0170 4.3155
H -4.4273 2.9383 -2.7511
H -2.9505 -5.9136 0.2866
H 5.2798 4.5315 2.5484
H 1.0680 3.2224 -2.7027
H -2.0910 3.8906 -4.4994
H 0.2804 -3.4090 1.7790
H -0.7191 -4.0869 3.9394
H 2.3906 -3.2415 -3.2938
H -3.8273 4.6019 -2.8417
H 0.6230 -3.8385 -4.9285
H 2.1891 -4.3857 -5.5268
H -2.6970 2.2474 -4.4539
H -0.2119 2.2691 -0.8536
H -3.3107 1.9585 4.1448
H -1.7568 3.7278 1.2586
H -0.4304 2.0444 4.7667
H -1.4707 4.9398 -2.5111
H 5.2343 3.0518 3.4905
H 0.7734 0.2983 -4.8559
H 2.3314 4.7797 3.8291
H -3.7685 0.3530 -0.4549
H 0.4608 -0.0023 4.5455
H -2.1486 -0.3415 -2.1143
H -4.7748 -0.1151 0.9303
H -3.4209 0.7519 -2.7064
H 5.7250 3.0149 1.7904

These are the Mulliken partial charges, in e, on atoms 1 to 99:
1 I 0.155
2 Sb -1.016
3 Ru 1.222
4 Si 0.661
5 Si 0.606
6 Si 0.314
7 N -0.491
8 N 1.083
9 N 0.474
10 N 0.024
11 N 1.253
12 N 0.759
13 N 1.328
14 C -1.150
15 C -0.618
16 C -0.712
17 C -1.110
18 C -0.079
19 C -1.007
20 C -1.439
21 C -0.418
22 C 0.099
23 C 1.178
24 C -1.068
25 C -1.170
26 C -1.102
27 C -0.513
28 C -1.197
29 C 0.652
30 C -0.606
31 C -1.119
32 C -0.632
33 C -2.195
34 C -0.532
35 C 0.515
36 C -0.243
37 C -1.491
38 C -1.050
39 C -0.752
40 C -1.805
41 C -0.514
42 C -0.898
43 C -1.137
44 C -1.034
45 C -0.808
46 C -1.434
47 C -0.975
48 C 2.650
49 C -0.552
50 C -0.374
51 C -0.787
52 C -0.658
53 H 0.438
54 H 0.436
55 H 0.399
56 H 0.597
57 H 0.624
58 H 0.062
59 H 0.556
60 H 0.367
61 H 0.536
62 H 0.390
63 H -0.107
64 H 0.526
65 H 0.544
66 H 0.468
67 H 0.368
68 H 0.512
69 H 0.319
70 H 0.500
71 H 0.592
72 H 0.129
73 H 0.296
74 H 0.400
75 H 0.579
76 H 0.525
77 H 0.357
78 H 0.305
79 H 0.377
80 H 0.435
81 H 0.234
82 H 0.355
83 H -0.096
84 H 0.697
85 H 0.343
86 H 0.328
87 H 0.491
88 H 0.517
89 H 0.049
90 H 0.236
91 H 0.629
92 H 0.294
93 H 0.220
94 H 0.465
95 H 0.497
96 H 0.186
97 H 0.488
98 H 0.458
99 H 0.580